Record 1
{
  "formula": "C3H6O2",
  "method": "ωB97M-V with the def2-TZVPD basis set",
  "elements": ["C", "C", "C", "O", "H", "H", "H", "H", "O", "H", "H"],
  "xyz": [[1.721, 1.004, -0.194], [0.964, -0.050, -0.036], [0.332, -1.134, 0.658], [0.239, -0.920, -0.757], [1.862, 1.436, -1.167], [2.210, 1.463, 0.644], [0.912, -2.004, 0.945], [-0.587, -0.963, 1.203], [-2.334, 0.201, -0.187], [-2.062, 0.945, -0.727], [-3.257, 0.022, -0.382]],
  "smiles": "C=C1CO1.O",
  "e_above_lowest_kcal_mol": 65.6,
  "homo_ha": -0.3358
}


Record 2
{
  "formula": "C5H9N3",
  "method": "ωB97M-V with the def2-TZVPD basis set",
  "elements": ["C", "C", "C", "C", "N", "C", "N", "N", "H", "H", "H", "H", "H", "H", "H", "H", "H"],
  "xyz": [[1.879, -0.204, 0.144], [0.837, 0.558, 0.932], [-0.556, 0.218, 0.247], [-1.170, -1.008, 0.523], [-2.162, -1.203, -0.436], [-2.001, 0.400, -0.834], [-0.764, 1.014, -0.860], [2.115, 0.316, -1.293], [1.613, -1.262, 0.008], [2.814, -0.205, 0.602], [0.863, 1.637, 0.964], [0.788, 0.410, 2.028], [-1.520, -1.136, 1.527], [-3.033, -1.387, -0.044], [-2.847, 0.865, -0.358], [1.704, 1.179, -1.303], [1.440, -0.193, -1.847]],
  "e_above_lowest_kcal_mol": 162.7,
  "homo_ha": -0.2690
}


Record 3
{
  "formula": "C2H9N3O",
  "method": "ωB97M-V with the def2-TZVPD basis set",
  "elements": ["N", "C", "O", "H", "H", "H", "N", "C", "N", "H", "H", "H", "H", "H", "H"],
  "xyz": [[-2.546, -2.220, 0.510], [-2.011, -1.392, 1.448], [-1.955, -0.190, 1.329], [-2.246, -3.184, 0.497], [-2.775, -1.860, -0.402], [-1.713, -1.926, 2.361], [1.786, 2.182, 0.263], [1.507, 1.550, -0.998], [1.302, 0.076, -0.933], [2.737, 1.916, 0.511], [1.200, 1.767, 0.980], [2.264, 1.774, -1.737], [0.589, 1.962, -1.441], [1.482, -0.364, -1.822], [0.379, -0.092, -0.566]],
  "smiles": "NC=O.NCN",
  "e_above_lowest_kcal_mol": 17.0,
  "homo_ha": -0.3363
}


Record 4
{
  "formula": "C19H17N2NiO5S",
  "method": "ωB97M-V with the def2-TZVPD basis set",
  "elements": ["Ni", "O", "C", "O", "C", "C", "C", "C", "C", "O", "C", "C", "O", "O", "H", "H", "H", "H", "H", "H", "H", "H", "S", "C", "C", "N", "C", "H", "H", "H", "C", "C", "C", "C", "C", "C", "C", "C", "N", "H", "H", "H", "H", "H", "H"],
  "xyz": [[0.074, 0.021, 0.088], [-1.604, -0.507, 3.704], [-1.221, 0.032, 2.675], [-1.184, -0.523, 1.516], [-0.830, 1.523, 2.721], [-1.469, 2.252, 1.533], [-1.470, 3.766, 1.748], [0.018, 4.116, 1.511], [0.614, 2.737, 1.239], [-0.460, 2.091, 0.504], [0.682, 1.896, 2.524], [1.716, 0.756, 2.362], [2.603, 0.666, 3.199], [1.610, 0.023, 1.313], [-1.189, 1.912, 3.673], [-2.402, 1.818, 1.183], [-2.115, 4.262, 1.023], [-1.818, 4.021, 2.748], [0.138, 4.760, 0.641], [0.492, 4.596, 2.367], [1.517, 2.725, 0.634], [1.026, 2.497, 3.365], [1.136, -4.048, -1.606], [0.698, -4.168, 0.046], [0.289, -2.961, 0.503], [0.322, -1.962, -0.436], [0.756, -2.390, -1.587], [0.766, -5.095, 0.589], [-0.057, -2.707, 1.494], [0.879, -1.732, -2.434], [0.677, 0.900, -1.884], [1.590, 0.597, -2.920], [1.199, 0.510, -4.284], [2.092, 0.209, -5.284], [3.440, -0.040, -4.990], [3.849, 0.016, -3.649], [2.957, 0.316, -2.649], [4.367, -0.345, -6.025], [5.117, -0.593, -6.866], [-0.303, 1.303, -2.113], [1.213, 1.308, -1.025], [0.162, 0.701, -4.538], [1.756, 0.164, -6.313], [4.884, -0.187, -3.402], [3.296, 0.339, -1.620]],
  "s2": 2.006,
  "spin_multiplicity": 3,
  "homo_ha": [-0.1517, -0.1590],
  "charge": -1
}


Record 5
{
  "formula": "C46H35Br3ClHgN4OP",
  "method": "ωB97M-V with the def2-TZVPD basis set",
  "elements": ["Hg", "Br", "C", "C", "C", "C", "O", "C", "C", "N", "C", "C", "C", "C", "C", "C", "C", "C", "N", "C", "C", "H", "H", "H", "H", "H", "H", "H", "H", "H", "H", "Br", "C", "C", "C", "N", "C", "C", "C", "C", "C", "Br", "C", "C", "N", "H", "H", "H", "H", "H", "H", "Cl", "C", "C", "C", "C", "C", "C", "C", "H", "H", "H", "H", "H", "H", "C", "P", "C", "C", "C", "C", "C", "C", "C", "C", "C", "C", "C", "C", "H", "H", "H", "H", "H", "H", "H", "H", "H", "H", "H", "H", "H"],
  "xyz": [[-0.799, -0.610, 0.896], [-2.704, 5.468, -4.167], [-2.461, 4.148, -2.810], [-2.814, 4.442, -1.482], [-2.661, 3.484, -0.522], [-2.132, 2.171, -0.791], [-2.053, 1.342, 0.159], [-1.756, 1.920, -2.149], [-1.271, 0.666, -2.669], [-0.760, -0.351, -2.069], [-0.704, -1.510, -2.856], [-1.869, -2.062, -3.338], [-1.883, -3.248, -4.095], [-0.720, -3.891, -4.391], [0.509, -3.334, -3.966], [1.748, -3.901, -4.337], [2.907, -3.272, -3.996], [2.823, -2.072, -3.259], [1.702, -1.533, -2.858], [0.535, -2.142, -3.196], [-1.963, 2.919, -3.128], [-3.205, 5.418, -1.227], [-2.926, 3.686, 0.508], [-1.365, 0.604, -3.763], [-2.804, -1.585, -3.077], [-2.832, -3.650, -4.426], [-0.715, -4.809, -4.967], [1.755, -4.819, -4.913], [3.873, -3.668, -4.278], [3.733, -1.545, -2.990], [-1.709, 2.694, -4.157], [0.721, 6.026, 2.126], [0.652, 4.139, 1.895], [0.845, 3.601, 0.610], [0.694, 2.239, 0.501], [0.437, 1.398, 1.506], [0.264, 1.931, 2.768], [0.363, 3.341, 2.954], [-0.057, 1.085, 3.870], [0.115, 1.519, 5.219], [-0.196, 0.661, 6.227], [0.107, 1.186, 8.032], [-0.689, -0.628, 5.971], [-0.805, -0.968, 4.634], [-0.507, -0.178, 3.615], [1.059, 4.215, -0.251], [0.778, 1.794, -0.486], [0.146, 3.775, 3.919], [0.544, 2.486, 5.439], [-0.942, -1.315, 6.764], [-1.167, -1.960, 4.371], [-5.682, -4.688, -2.944], [-4.725, -3.842, -1.749], [-4.958, -2.498, -1.508], [-4.212, -1.842, -0.542], [-3.247, -2.511, 0.217], [-2.545, -1.824, 1.322], [-3.022, -3.858, -0.074], [-3.748, -4.526, -1.049], [-5.719, -1.973, -2.070], [-4.387, -0.788, -0.352], [-2.245, -2.522, 2.102], [-3.172, -1.045, 1.755], [-2.270, -4.401, 0.488], [-3.570, -5.573, -1.253], [1.967, -3.511, 1.532], [1.792, -1.694, 1.746], [2.470, -1.443, 3.424], [2.519, -2.446, 4.386], [3.006, -2.180, 5.660], [3.441, -0.906, 5.988], [3.383, 0.105, 5.037], [2.899, -0.159, 3.767], [3.201, -1.058, 0.757], [4.526, -1.343, 1.087], [5.565, -0.837, 0.324], [5.290, -0.038, -0.781], [3.977, 0.243, -1.122], [2.938, -0.265, -0.353], [2.995, -3.852, 1.663], [1.619, -3.765, 0.532], [1.319, -4.021, 2.246], [2.173, -3.445, 4.155], [3.035, -2.971, 6.399], [3.813, -0.696, 6.983], [3.701, 1.108, 5.291], [2.842, 0.638, 3.034], [4.747, -1.954, 1.956], [6.591, -1.060, 0.592], [6.103, 0.369, -1.371], [3.756, 0.855, -1.988], [1.910, -0.075, -0.633]],
  "s2": 0.772,
  "e_above_lowest_kcal_mol": 0.0,
  "spin_multiplicity": 2,
  "homo_ha": [-0.0904, -0.1740],
  "charge": -1
}


Record 6
{
  "formula": "C42H60NO22P",
  "method": "ωB97M-V with the def2-TZVPD basis set",
  "elements": ["C", "C", "O", "P", "O", "C", "C", "C", "C", "C", "C", "C", "C", "C", "C", "C", "C", "C", "C", "O", "C", "C", "C", "O", "N", "O", "C", "O", "O", "C", "C", "H", "H", "H", "H", "H", "H", "H", "H", "H", "H", "H", "H", "H", "H", "H", "H", "H", "H", "H", "H", "H", "H", "H", "H", "H", "H", "H", "H", "H", "H", "C", "C", "C", "O", "C", "O", "O", "H", "H", "H", "H", "H", "H", "C", "C", "C", "O", "C", "O", "O", "H", "H", "H", "H", "H", "H", "C", "C", "C", "O", "C", "O", "O", "H", "H", "H", "H", "H", "H", "C", "C", "C", "O", "C", "O", "O", "H", "H", "H", "H", "H", "H", "C", "C", "C", "O", "C", "O", "O", "H", "H", "H", "H", "H", "H"],
  "xyz": [[6.018, -2.924, -1.638], [5.752, -1.725, -2.567], [5.068, -0.671, -1.835], [3.493, -0.858, -1.670], [2.955, -2.091, -2.254], [2.709, 0.609, -2.428], [1.553, 0.161, -3.338], [0.295, -0.246, -2.575], [-0.363, -1.392, -2.985], [-1.545, -1.808, -2.376], [-2.298, -3.033, -2.857], [-1.703, -4.377, -2.388], [-0.372, -4.724, -3.093], [-0.364, -6.185, -3.626], [0.810, -4.561, -2.129], [-2.024, -1.020, -1.332], [-1.364, 0.133, -0.921], [-0.197, 0.522, -1.537], [-1.963, 0.954, 0.179], [-1.292, 1.558, 0.986], [-3.456, 0.957, 0.206], [-4.094, -0.137, -0.185], [-5.586, -0.319, -0.273], [-5.922, -0.422, -1.708], [-5.415, 0.766, -2.281], [-4.968, 0.559, -3.339], [-3.288, -1.343, -0.594], [-3.647, -2.460, -0.299], [3.123, -0.837, -0.102], [4.074, -0.194, 0.786], [4.239, 1.297, 0.525], [7.051, -2.884, -1.302], [5.779, -3.851, -2.155], [5.379, -2.828, -0.765], [6.696, -1.284, -2.876], [5.200, -2.014, -3.457], [2.299, 1.273, -1.674], [3.455, 1.110, -3.046], [1.244, 0.965, -4.014], [1.853, -0.673, -3.967], [0.037, -1.967, -3.807], [-2.326, -2.961, -3.949], [-3.336, -2.991, -2.539], [-2.422, -5.175, -2.584], [-1.561, -4.296, -1.310], [-0.255, -4.103, -3.983], [-0.132, -6.853, -2.798], [-1.352, -6.397, -4.034], [0.387, -6.248, -4.412], [1.757, -4.697, -2.652], [0.740, -5.373, -1.399], [0.809, -3.603, -1.618], [0.303, 1.419, -1.197], [-3.986, 1.839, 0.531], [-5.905, -1.249, 0.186], [-6.171, 0.515, 0.114], [5.027, -0.718, 0.699], [3.715, -0.329, 1.804], [4.949, 1.504, -0.276], [4.613, 1.779, 1.430], [3.281, 1.760, 0.292], [4.924, -5.360, 2.725], [6.223, -4.593, 2.677], [6.471, -3.709, 3.872], [7.286, -2.669, 3.315], [6.976, -2.575, 2.000], [7.319, -1.683, 1.292], [6.220, -3.629, 1.605], [4.869, -5.970, 3.627], [4.073, -4.679, 2.700], [4.835, -6.015, 1.858], [7.060, -5.276, 2.510], [6.997, -4.218, 4.676], [5.556, -3.259, 4.268], [-8.750, 0.872, -2.900], [-10.076, 0.467, -2.309], [-10.473, -0.964, -2.581], [-11.903, -0.891, -2.560], [-12.251, 0.372, -2.921], [-13.352, 0.714, -3.198], [-11.163, 1.184, -2.921], [-7.953, 0.218, -2.549], [-8.783, 0.843, -3.990], [-8.507, 1.898, -2.619], [-10.095, 0.682, -1.237], [-10.113, -1.657, -1.824], [-10.155, -1.312, -3.567], [-6.115, 6.302, 0.464], [-6.491, 4.875, 0.157], [-7.883, 4.475, 0.584], [-7.727, 3.066, 0.832], [-6.435, 2.864, 1.176], [-6.005, 1.849, 1.633], [-5.687, 3.956, 0.924], [-6.816, 7.002, 0.010], [-6.088, 6.475, 1.538], [-5.120, 6.517, 0.081], [-6.330, 4.657, -0.902], [-8.632, 4.649, -0.185], [-8.199, 4.957, 1.511], [11.710, -0.244, 4.415], [10.359, -0.726, 4.881], [9.965, -0.256, 6.261], [9.105, -1.313, 6.705], [9.489, -2.442, 6.059], [9.118, -3.536, 6.341], [10.348, -2.154, 5.055], [11.761, 0.845, 4.438], [12.503, -0.652, 5.042], [11.904, -0.577, 3.396], [9.591, -0.474, 4.145], [9.434, 0.692, 6.253], [10.815, -0.188, 6.946], [-0.505, 6.201, 2.588], [-1.620, 6.615, 1.661], [-1.356, 7.883, 0.883], [-2.681, 8.392, 0.675], [-3.450, 7.939, 1.697], [-4.548, 8.323, 1.938], [-2.802, 6.978, 2.397], [0.430, 6.082, 2.040], [-0.366, 6.941, 3.378], [-0.744, 5.255, 3.072], [-1.881, 5.791, 0.992], [-0.861, 7.704, -0.069], [-0.785, 8.621, 1.453]],
  "smiles": "CCOP(=O)(CCc1cc(CCC(C)C)c2c(c1)C(=O)C=C(CON=O)C2=O)OCC.C[C@@H]1COC(=O)O1.C[C@@H]1COC(=O)O1.C[C@@H]1COC(=O)O1.C[C@@H]1COC(=O)O1.C[C@@H]1COC(=O)O1",
  "homo_ha": -0.3402
}